Entry from the Open Molecules 2025 dataset: a single C2H2N4O2 molecule (the ωB97M-V functional and the def2-TZVPD basis).

```
10
Properties=species:S:1:pos:R:3:lowdin_charge:R:1
H -1.915 2.005 0.991 0.081
N -1.329 1.400 1.668 0.113
C -0.423 0.813 0.836 -0.342
N -0.476 0.648 -0.500 0.178
C 0.179 -0.336 -0.938 -0.290
O 0.471 -0.610 -2.279 0.138
N 0.548 -1.678 -0.147 0.129
N 0.968 -1.233 0.996 0.068
O 0.967 0.289 1.595 -0.089
H 1.009 -1.297 -2.223 0.013
```

The molecular weight is 114.06 u. As for the SMILES: [H]/N=c1\nc(O)nno1. For the largest force on an atom, the calculation gives 0.1658 Eh/bohr. The calculation puts the energy relative to the best compared isomer or geometry (same formula, charge and spin) at 7.4557 eV. Its total energy is -12155.2916 eV. The calculation puts the LUMO energy at -1.4 eV.

Entry from the Open Molecules 2025 dataset: a single C4H7NO2 molecule (the ωB97M-V functional and the def2-TZVPD basis).

```
14
Properties=species:S:1:pos:R:3:lowdin_charge:R:1
C 0.527 -1.544 -0.336 -0.020
C -0.666 -0.832 0.213 -0.359
O -1.771 -1.251 0.330 0.108
C -0.001 0.579 1.298 -0.007
C -0.749 1.277 0.288 -0.256
N -0.478 1.396 -0.991 -0.020
O 0.913 1.332 -1.242 -0.102
H 1.268 -0.834 -0.714 0.069
H 0.972 -2.130 0.470 0.101
H 0.195 -2.222 -1.129 0.093
H -0.469 0.554 2.276 0.093
H 1.076 0.601 1.208 0.086
H -1.790 1.483 0.496 0.123
H 0.971 1.589 -2.167 0.090
```

The molecular weight is 101.10 u. As for the SMILES: CC(=O)C/C=N\O. For the largest force on an atom, the calculation gives 0.0736 Eh/bohr. The calculation puts the energy relative to the best compared isomer or geometry (same formula, charge and spin) at 4.3900 eV. Its total energy is -9842.8897 eV. The calculation puts the LUMO energy at 0.7 eV.

Entry from the Open Molecules 2025 dataset: a molecular structure, C29H36I2IrNO4PS4 (the ωB97M-V functional and the def2-TZVPD basis).

```
78
Properties=species:S:1:pos:R:3:lowdin_charge:R:1
Ir -0.034 0.249 -0.201 0.865
I 5.268 -0.120 0.327 0.897
C 3.823 -0.080 1.854 -0.630
C 4.188 -0.018 3.186 -0.229
C 3.233 0.002 4.178 -0.647
I 3.901 0.046 6.191 0.866
C 1.861 -0.009 3.864 -0.209
C 0.804 0.027 4.797 -0.032
C -0.497 0.006 4.366 -0.036
C -0.756 -0.047 2.991 -0.128
N 0.207 -0.069 2.101 -0.015
C 1.493 -0.058 2.488 -0.153
C 2.484 -0.096 1.435 -0.479
O 2.163 -0.141 0.208 -0.252
H 5.237 0.012 3.437 0.079
H 1.031 0.076 5.852 0.061
H -1.319 0.024 5.066 0.108
H -1.767 -0.077 2.613 0.095
C -2.333 0.000 -4.421 -0.134
C -1.960 -0.040 -2.966 -0.761
S -0.273 -0.156 -2.690 0.652
C -2.924 -0.024 -1.979 -0.767
C -4.390 0.010 -2.294 -0.125
S -2.601 -0.085 -0.300 0.633
H -1.431 0.011 -5.027 0.056
H -2.913 0.892 -4.654 0.085
H -2.921 -0.874 -4.698 0.089
H -4.594 0.021 -3.358 0.064
H -4.843 0.891 -1.840 0.077
H -4.870 -0.863 -1.854 0.078
C -3.739 5.005 -1.437 -0.036
C -2.340 4.420 -1.568 -0.501
C -1.769 4.555 -2.973 -0.056
O -1.534 5.125 -0.620 -0.318
P -0.078 4.614 -0.178 -0.072
S 1.394 5.222 -1.333 0.262
S -0.308 2.569 0.065 0.352
O 0.107 5.271 1.250 -0.300
C -0.856 5.435 2.304 -0.432
C -1.752 4.219 2.476 -0.080
C -1.664 6.702 2.061 -0.041
H -4.415 4.511 -2.128 0.079
H -3.721 6.071 -1.654 0.089
H -4.110 4.856 -0.425 0.077
H -2.353 3.354 -1.284 0.086
H -1.576 5.602 -3.201 0.090
H -2.471 4.148 -3.697 0.079
H -0.828 4.010 -3.043 0.055
H -0.228 5.565 3.195 0.146
H -2.335 4.058 1.572 0.058
H -2.433 4.383 3.309 0.088
H -1.158 3.328 2.674 0.053
H -2.299 6.574 1.189 0.069
H -0.994 7.538 1.881 0.088
H -2.278 6.916 2.932 0.084
C -0.877 -8.558 0.110 -0.041
C -0.470 -7.123 0.030 -0.248
C -1.412 -6.125 -0.172 0.000
C -1.064 -4.784 -0.212 -0.173
C -2.128 -3.760 -0.434 -0.042
C 0.294 -4.431 -0.054 -0.097
C 0.694 -3.043 -0.042 -0.150
O -0.089 -2.111 0.069 -0.149
C 1.267 -5.438 0.135 -0.200
C 2.718 -5.112 0.321 -0.038
C 0.865 -6.758 0.176 -0.005
H -1.910 -8.691 -0.197 0.077
H -0.774 -8.918 1.133 0.089
H -0.239 -9.176 -0.518 0.084
H -2.451 -6.396 -0.292 0.116
H -3.081 -4.238 -0.651 0.083
H -1.865 -3.095 -1.257 0.079
H -2.242 -3.125 0.444 0.076
H 1.773 -2.852 -0.125 0.130
H 2.862 -4.434 1.160 0.090
H 3.122 -4.643 -0.574 0.093
H 3.285 -6.020 0.516 0.080
H 1.603 -7.532 0.333 0.120
```

As for the spin multiplicity: 6. The molecular weight is 1067.88 u. For the largest force on an atom, the calculation gives 0.0467 Eh/bohr. The calculation puts the energy relative to the best compared isomer or geometry (same formula, charge and spin) at 0.6747 eV. Its total energy is -112007.5711 eV. The calculation puts the LUMO energy (alpha / beta) at -0.5 / -2.5 eV.

Entry from the Open Molecules 2025 dataset: 4 unconnected molecules or ions with the total composition CH10NO4 (the ωB97M-V functional and the def2-TZVPD basis).

```
16
Properties=species:S:1:pos:R:3:lowdin_charge:R:1
N -0.725 0.696 1.501 -0.001
C -0.448 -0.682 1.084 -0.463
O 0.180 -0.797 -0.167 -0.322
H -0.557 0.751 2.497 0.039
H -0.102 1.300 0.982 0.046
H 0.210 -1.244 1.765 0.083
H -1.391 -1.244 1.088 0.082
H -2.497 -0.067 -1.226 0.006
H -0.907 -0.184 -0.955 -0.015
O -1.660 0.236 -1.567 -0.163
H -0.342 1.468 -1.735 -0.016
H 0.940 1.789 -1.235 0.014
O 0.222 2.267 -1.663 -0.102
H 1.661 -1.280 -0.411 -0.026
H 2.767 -1.517 0.497 -0.009
O 2.651 -1.491 -0.456 -0.151
```

The molecular weight is 100.09 u. For the largest force on an atom, the calculation gives 0.0419 Eh/bohr. The charge is -1. The calculation puts the energy relative to the best compared isomer or geometry (same formula, charge and spin) at 0.5656 eV. Its total energy is -10880.3238 eV. The calculation puts the LUMO energy at 4.1 eV.

Entry from the Open Molecules 2025 dataset: 2 unconnected molecules or ions with the total composition C5H14N2O (the ωB97M-V functional and the def2-TZVPD basis).

```
22
Properties=species:S:1:pos:R:3:lowdin_charge:R:1
C -2.399 -2.165 1.038 -0.088
C -1.495 -1.341 1.927 -0.258
C -0.070 -1.209 1.416 -0.179
C -0.029 -0.417 0.088 -0.161
N 1.280 0.043 -0.215 0.164
C 1.537 0.917 -1.246 -0.185
N 2.592 1.591 -1.387 0.246
H -2.156 -2.150 -0.028 0.067
H -2.275 -3.228 1.267 0.087
H -3.442 -1.891 1.196 0.087
H -1.453 -1.783 2.913 0.116
H -1.876 -0.345 2.107 0.110
H 0.346 -2.203 1.189 0.130
H 0.633 -0.741 2.113 0.122
H -0.479 -0.913 -0.787 0.156
H -0.706 0.432 0.186 0.157
H 2.067 -0.363 0.295 0.188
H 0.699 1.077 -1.905 0.146
H 3.451 1.664 -0.851 0.109
H 0.577 4.273 -3.503 0.031
H 1.997 4.108 -2.933 0.015
O 1.203 4.648 -2.878 -0.059
```

As for the spin multiplicity: 2. The molecular weight is 118.18 u. For the largest force on an atom, the calculation gives 0.0355 Eh/bohr. The charge is +1. The calculation puts the energy relative to the best compared isomer or geometry (same formula, charge and spin) at 1.7580 eV. Its total energy is -10430.4240 eV. The calculation puts the LUMO energy (alpha / beta) at -3.7 / -8.4 eV.

Entry from the Open Molecules 2025 dataset: a molecular structure, C4H9BF4O5PS2 (the ωB97M-V functional and the def2-TZVPD basis).

```
26
Properties=species:S:1:pos:R:3:lowdin_charge:R:1
C 4.001 -1.560 -0.369 0.018
C 3.497 -0.855 -1.607 -0.523
O 3.541 -1.321 -2.705 0.138
O 2.991 0.403 -1.378 -0.044
C 1.583 0.404 -1.083 -0.160
C 1.338 1.716 -0.364 -0.199
O -0.026 2.138 -0.331 -0.327
S -1.126 1.217 0.416 0.958
O -0.399 0.404 1.367 -0.377
O -1.381 0.181 -0.892 -0.607
P -2.499 -1.007 -0.742 0.243
S -3.748 -1.166 -2.189 0.137
H 3.979 -0.907 0.499 0.084
H 3.348 -2.409 -0.171 0.092
H 5.009 -1.925 -0.547 0.086
H 1.000 0.333 -2.000 0.134
H 1.334 -0.448 -0.446 0.122
H 1.741 1.688 0.648 0.124
H 1.865 2.495 -0.912 0.132
H -1.658 -2.119 -0.624 -0.018
H -3.024 -0.795 0.539 -0.011
B -4.289 0.710 2.595 -1.251
F -3.637 1.246 3.714 0.090
F -5.624 1.113 2.561 0.101
F -3.622 1.163 1.413 -0.010
F -4.194 -0.701 2.606 0.067
```

The molecular weight is 319.02 u. For the largest force on an atom, the calculation gives 0.0090 Eh/bohr. The charge is -1. Its total energy is -57045.7271 eV. The calculation puts the LUMO energy at 2.5 eV.